# C35H81N3O5

8 unconnected molecules or ions with the total composition C35H81N3O5 (ωB97M-V with the def2-TZVPD basis set, OMol25).

Results
**Net charge**: 0
**HOMO level**: -7.95 eV
**F_max**: 0.0351 hartree/bohr
**Structure (SMILES)**: CCN(CC)CC.CCN(CC)CC.CCN(CC)CC.C1CCOC1.C1CCOC1.C1CCOC1.C1CCOC1.CO

Last column: Löwdin charge in e.
Cartesian coordinates (Å):
1 C 4.1222 -1.8321 3.1018  -0.06
2 C 2.9348 -1.5403 2.1704  -0.24
3 N 1.6486 -2.0997 2.6046  -0.19
4 C 1.6532 -3.5602 2.7034  -0.26
5 C 2.0561 -4.2335 1.3975  -0.08
6 C 1.2442 -1.5978 3.9208  -0.26
7 C 1.1117 -0.0808 4.0206  -0.07
8 H 4.9430 -1.1193 3.0133  0.07
9 H 4.5131 -2.8381 2.9424  0.07
10 H 3.8483 -1.7947 4.1590  0.07
11 H 2.8167 -0.4716 1.9994  0.08
12 H 3.1613 -1.9653 1.1920  0.10
13 H 2.2707 -3.9404 3.5291  0.12
14 H 0.6479 -3.9257 2.9310  0.11
15 H 1.5230 -3.8004 0.5446  0.07
16 H 3.1263 -4.1593 1.2067  0.07
17 H 1.7308 -5.2753 1.3679  0.08
18 H 1.8151 -1.9875 4.7719  0.11
19 H 0.2222 -1.9498 4.1024  0.11
20 H 2.0777 0.4186 4.1071  0.07
21 H 0.5189 0.1391 4.9103  0.08
22 H 0.5268 0.2822 3.1760  0.04
23 C 4.2179 -1.3715 -5.8748  -0.08
24 C 2.9963 -2.2780 -5.6679  -0.25
25 N 1.8548 -1.6135 -5.0726  -0.19
26 C 2.0334 -1.1720 -3.6915  -0.26
27 C 2.3516 -2.2850 -2.7253  -0.08
28 C 1.2411 -0.5538 -5.8665  -0.26
29 C 0.7685 -1.0915 -7.2201  -0.08
30 H 3.9899 -0.5359 -6.5440  0.06
31 H 5.0497 -1.8768 -6.3703  0.07
32 H 4.5685 -0.9616 -4.9277  0.06
33 H 2.7472 -2.7801 -6.6017  0.10
34 H 3.3045 -3.0851 -5.0035  0.10
35 H 2.7776 -0.3549 -3.6841  0.11
36 H 1.1122 -0.7013 -3.3424  0.08
37 H 2.5125 -1.9252 -1.7055  0.06
38 H 1.5264 -2.9929 -2.6243  0.08
39 H 3.2440 -2.8397 -3.0177  0.06
40 H 1.9179 0.3079 -5.9628  0.11
41 H 0.3447 -0.2323 -5.3331  0.10
42 H 0.1801 -0.3642 -7.7780  0.07
43 H 0.2365 -2.0292 -7.0868  0.08
44 H 1.6597 -1.2773 -7.8284  0.06
45 C 1.7546 3.9165 3.2963  -0.07
46 C 1.3828 3.1132 2.0456  -0.25
47 N 2.4141 3.1088 1.0018  -0.19
48 C 3.6633 2.5292 1.4836  -0.26
49 C 4.5284 1.9473 0.3644  -0.08
50 C 2.6149 4.3726 0.3267  -0.27
51 C 1.3596 4.9405 -0.3089  -0.09
52 H 0.8824 3.9735 3.9543  0.07
53 H 2.0071 4.9473 3.0498  0.07
54 H 2.5578 3.4235 3.8390  0.07
55 H 1.2023 2.0645 2.2841  0.07
56 H 0.4280 3.4506 1.6355  0.09
57 H 4.2434 3.2510 2.0724  0.12
58 H 3.4217 1.7083 2.1612  0.09
59 H 5.2872 1.3158 0.8355  0.07
60 H 3.9784 1.2725 -0.2957  0.06
61 H 5.0207 2.6760 -0.2773  0.06
62 H 3.2817 4.1595 -0.5157  0.11
63 H 3.1071 5.1420 0.9404  0.12
64 H 1.5888 5.7325 -1.0196  0.07
65 H 0.6901 5.3721 0.4458  0.06
66 H 0.7360 4.1888 -0.7997  0.07
67 C 0.8347 0.2352 -0.1628  -0.14
68 O 0.4242 -1.0853 0.1384  -0.14
69 H 0.7761 0.4822 -1.2204  0.07
70 H 0.3156 0.9562 0.4729  0.06
71 H 1.9030 0.3023 0.0741  0.06
72 H 0.7785 -1.4324 0.9811  0.04
73 C -3.4291 4.1630 -0.2338  -0.16
74 C -4.6093 4.5656 0.6360  -0.15
75 C -4.5284 3.6016 1.8594  -0.17
76 O -3.2193 3.0257 1.8165  -0.16
77 C -2.4420 3.6381 0.7962  -0.21
78 H -3.0029 5.0024 -0.7821  0.12
79 H -3.6860 3.3688 -0.9350  0.08
80 H -5.5669 4.4741 0.1265  0.11
81 H -4.4749 5.5870 0.9945  0.11
82 H -5.2286 2.7841 1.6941  0.11
83 H -4.6824 4.2061 2.7502  0.11
84 H -1.7136 2.9150 0.4349  0.09
85 H -1.8981 4.4932 1.2202  0.12
86 C -2.1092 0.8132 -1.6164  -0.16
87 C -3.6102 0.8990 -1.8944  -0.17
88 C -3.8331 -0.4357 -2.5807  -0.19
89 O -2.7309 -0.5462 -3.4640  -0.12
90 C -1.5811 -0.0055 -2.8137  -0.19
91 H -2.0179 0.2235 -0.6950  0.08
92 H -1.6201 1.7432 -1.3297  0.09
93 H -3.8230 1.7868 -2.4989  0.11
94 H -4.2161 1.1000 -1.0067  0.10
95 H -4.7572 -0.4322 -3.1635  0.12
96 H -3.9029 -1.2917 -1.9017  0.11
97 H -1.0009 0.6026 -3.5095  0.11
98 H -0.9742 -0.8483 -2.4683  0.10
99 C -2.1497 -0.2281 2.5974  -0.17
100 C -2.7617 0.0715 3.9700  -0.15
101 C -4.2080 -0.4152 3.7714  -0.19
102 O -4.2620 -1.0774 2.5144  -0.13
103 C -3.3371 -0.3600 1.6805  -0.19
104 H -1.6632 -1.2038 2.7001  0.09
105 H -1.3737 0.4617 2.2593  0.10
106 H -2.6465 1.1444 4.1497  0.10
107 H -2.2996 -0.4013 4.8372  0.10
108 H -4.9086 0.4275 3.8088  0.11
109 H -4.5320 -1.1052 4.5494  0.12
110 H -3.7751 0.5654 1.3003  0.11
111 H -3.0535 -0.9298 0.7917  0.10
112 C -1.7902 -3.7608 0.8488  -0.16
113 C -3.2168 -4.2059 1.0837  -0.15
114 C -3.9418 -3.7990 -0.2001  -0.21
115 O -2.9466 -3.9312 -1.1933  -0.14
116 C -1.7161 -3.4240 -0.6632  -0.17
117 H -1.0646 -4.5476 1.0703  0.10
118 H -1.4774 -2.8995 1.4429  0.08
119 H -3.6785 -3.7902 1.9800  0.11
120 H -3.2583 -5.2966 1.1129  0.11
121 H -4.3337 -2.7758 -0.1094  0.10
122 H -4.7320 -4.4949 -0.4747  0.12
123 H -1.6523 -2.3358 -0.7714  0.08
124 H -0.8929 -3.8399 -1.2376  0.12